118
Properties=species:S:1:pos:R:3:lowdin_charge:R:1 method="wB97M-V/def2-TZVPD" charge=+1 lumo_energy_ev="-2.295 / -7.202" spin_multiplicity=2 largest_force_ha_per_bohr=0.071 s2=0.754 homo_lumo_gap_ha="0.30665 / 0.12622"
C -4.268 4.010 3.778 -0.129
O -4.811 3.426 2.636 -0.190
C -4.302 2.099 2.386 -0.180
C -4.764 1.615 0.944 -0.148
N -4.035 0.382 0.571 -0.074
C -4.818 -0.479 -0.351 -0.157
C -6.145 -1.196 0.201 -0.221
O -6.062 -2.536 0.143 -0.207
C -6.433 -3.229 -1.004 -0.084
H -3.208 4.207 3.620 0.068
H -4.050 3.305 4.581 0.086
H -4.834 4.930 3.924 0.102
H -4.360 1.322 3.148 0.123
H -3.242 2.310 2.248 0.090
H -4.317 2.316 0.238 0.093
H -5.831 1.431 1.067 0.121
H -3.187 0.679 0.109 0.033
H -4.079 -1.273 -0.459 0.083
H -4.825 -0.059 -1.357 0.101
H -7.033 -0.901 -0.357 0.118
H -6.323 -0.917 1.240 0.125
H -5.914 -2.792 -1.857 0.079
H -7.518 -3.121 -0.988 0.097
H -6.185 -4.285 -0.906 0.094
C -2.329 2.361 -1.548 -0.080
O -1.792 1.391 -0.697 -0.259
C -1.059 0.342 -1.356 -0.126
C -0.435 -0.675 -0.382 -0.100
N 0.623 -0.114 0.334 0.178
C 1.930 0.031 -0.202 -0.065
C 2.902 0.792 0.818 -0.181
O 2.579 0.508 2.178 -0.247
C 3.614 1.185 3.050 0.007
H -2.790 3.088 -0.879 0.095
H -3.166 1.963 -2.122 0.105
H -1.556 2.847 -2.143 0.100
H -0.409 0.778 -2.115 0.123
H -1.762 -0.227 -1.964 0.127
H -0.214 -1.691 -0.708 0.144
H -1.242 -0.843 0.332 0.146
H 0.763 -0.370 1.301 0.155
H 2.025 0.420 -1.216 0.148
H 2.337 -0.975 -0.299 0.155
H 2.733 1.864 0.916 0.117
H 3.933 0.555 0.554 0.104
H 3.315 0.969 4.076 0.089
H 3.590 2.262 2.886 0.099
H 4.571 0.679 2.928 0.074
C 1.742 -3.498 2.395 -0.055
O 3.055 -4.114 2.398 -0.178
C 4.072 -3.370 2.954 -0.211
C 4.706 -2.400 1.859 -0.170
N 5.951 -1.793 2.228 -0.089
C 6.520 -0.957 1.258 -0.236
C 8.001 -0.724 1.613 -0.176
O 8.085 0.193 2.714 -0.211
C 9.396 0.445 3.142 -0.130
H 1.116 -4.118 1.753 0.058
H 1.750 -2.479 2.007 0.060
H 1.241 -3.558 3.361 0.100
H 4.822 -4.083 3.296 0.127
H 3.757 -2.872 3.871 0.120
H 4.142 -1.472 1.762 0.082
H 4.859 -3.017 0.973 0.130
H 5.767 -1.225 3.043 0.110
H 5.947 -0.057 1.040 0.095
H 6.496 -1.440 0.281 0.124
H 8.592 -0.207 0.857 0.121
H 8.445 -1.643 1.996 0.128
H 9.612 -0.172 4.014 0.081
H 9.560 1.360 3.712 0.085
H 10.177 0.264 2.403 0.090
C 0.049 3.296 1.994 -0.202
O -0.784 3.397 0.939 -0.089
H 0.800 2.505 1.977 0.060
H 0.551 4.259 2.086 0.092
H -0.502 3.343 2.933 0.083
H -1.131 2.505 0.861 0.042
C 3.501 3.772 6.652 -0.163
O 3.108 2.401 6.656 -0.122
H 4.366 4.056 7.250 0.079
H 3.711 4.058 5.621 0.065
H 2.725 4.460 6.989 0.079
H 3.931 1.913 6.582 0.067
C -0.810 -5.697 0.631 -0.054
C -1.292 -4.298 0.113 -0.438
C -1.567 -4.208 -1.432 -0.190
O -2.377 -3.063 -1.674 -0.225
C -3.022 -3.039 -2.954 -0.083
N -2.396 -3.887 0.934 0.067
H -0.637 -5.763 1.705 0.074
H 0.149 -6.031 0.235 0.077
H -1.539 -6.486 0.447 0.079
H -0.485 -3.568 0.169 0.081
H -2.086 -5.141 -1.654 0.121
H -0.630 -4.376 -1.963 0.127
H -3.685 -2.175 -3.004 0.078
H -3.705 -3.860 -3.169 0.089
H -2.283 -3.075 -3.755 0.091
H -3.012 -4.685 0.989 0.080
H -2.947 -3.315 0.310 0.044
C -1.059 2.413 -5.373 -0.087
C -0.306 2.704 -6.691 -0.407
C -1.333 2.975 -7.752 -0.247
O -1.961 1.761 -8.042 -0.195
C -3.314 1.934 -8.482 -0.083
N 0.652 3.812 -6.446 0.043
H -0.350 2.027 -4.641 0.052
H -1.773 1.605 -5.527 0.071
H -1.602 3.194 -4.841 0.073
H 0.199 1.766 -6.924 0.140
H -0.839 3.249 -8.684 0.131
H -2.004 3.803 -7.526 0.128
H -3.336 2.273 -9.518 0.088
H -3.852 2.554 -7.765 0.090
H -3.762 0.953 -8.638 0.085
H 1.209 3.678 -5.614 0.061
H 0.001 4.555 -6.231 0.064

=====

28
Properties=species:S:1:pos:R:3:lowdin_charge:R:1 method="wB97M-V/def2-TZVPD" charge=0 lumo_energy_ev=0.728 spin_multiplicity=1 e_above_lowest_kcal_mol=239.41 largest_force_ha_per_bohr=0.131 homo_lumo_gap_ha=0.34308
C 0.000 -2.365 0.637 -0.111
C 1.205 -1.551 0.289 -0.414
C 1.827 -1.960 -1.031 -0.144
C 0.856 -0.027 -0.129 -0.242
C 0.474 0.830 0.931 -0.185
C -0.047 2.055 0.286 -0.431
C 0.034 0.401 -1.556 -0.066
C -1.390 0.543 -0.958 -0.011
C -1.513 1.494 -0.062 -0.238
C -2.537 1.827 1.008 -0.069
H -0.748 -1.807 1.258 0.067
H -0.772 -2.838 -0.025 0.074
H 0.657 -3.373 1.186 0.160
H 1.885 -1.852 1.084 0.126
H 1.123 -1.753 -2.052 0.108
H 2.167 -3.157 -1.077 0.124
H 2.720 -1.295 -1.463 0.109
H 1.850 0.236 -0.468 0.118
H -0.178 0.377 1.830 0.168
H 1.291 1.337 1.652 0.173
H 0.021 2.763 1.084 0.141
H 0.297 -0.216 -2.485 0.147
H -2.056 -0.085 -1.328 0.064
H -3.097 2.810 0.682 0.090
H -3.424 0.980 1.292 0.128
H -1.689 2.110 2.016 0.158
O 0.530 2.675 -0.699 0.010
O 0.511 1.845 -1.898 -0.053

=====

14
Properties=species:S:1:pos:R:3:lowdin_charge:R:1 method="wB97M-V/def2-TZVPD" charge=0 lumo_energy_ev=0.996 spin_multiplicity=1 e_above_lowest_kcal_mol=1.70 smiles="O=C1CCCC1" largest_force_ha_per_bohr=0.008 homo_lumo_gap_ha=0.38221
O -2.313 -0.925 -0.383 0.089
C -1.155 -0.596 -0.317 -0.408
C -0.138 -1.099 0.713 -0.109
C 1.015 -0.079 0.652 -0.194
C 0.388 1.140 -0.048 -0.196
C -0.467 0.484 -1.135 -0.117
H -0.624 -1.141 1.693 0.122
H 0.165 -2.121 0.459 0.121
H 1.431 0.153 1.636 0.106
H 1.835 -0.460 0.031 0.109
H 1.119 1.858 -0.424 0.109
H -0.271 1.668 0.653 0.119
H -1.179 1.121 -1.661 0.119
H 0.195 -0.002 -1.869 0.130

=====

17
Properties=species:S:1:pos:R:3:lowdin_charge:R:1 method="wB97M-V/def2-TZVPD" charge=0 lumo_energy_ev=1.079 spin_multiplicity=1 e_above_lowest_kcal_mol=61.95 smiles="C1COC1.CC=O" largest_force_ha_per_bohr=0.011 homo_lumo_gap_ha=0.39459
C 1.621 0.677 -1.744 -0.057
C 0.956 -0.666 -1.726 -0.345
O 1.225 -1.565 -0.963 0.031
C -1.445 0.004 0.270 -0.192
C -1.247 -0.668 1.631 -0.112
C -0.142 0.380 1.819 -0.178
O -0.405 0.960 0.530 -0.148
H 2.140 0.815 -2.700 0.082
H 0.860 1.458 -1.649 0.077
H 2.325 0.751 -0.914 0.085
H 0.148 -0.800 -2.482 0.120
H -1.205 -0.635 -0.585 0.087
H -2.409 0.494 0.102 0.115
H -2.091 -0.584 2.317 0.102
H -0.900 -1.700 1.580 0.106
H 0.876 -0.017 1.882 0.114
H -0.310 1.098 2.631 0.112

=====

18
Properties=species:S:1:pos:R:3:lowdin_charge:R:1 method="wB97M-V/def2-TZVPD" charge=+1 lumo_energy_ev="-6.695 / -5.535" spin_multiplicity=1 e_above_lowest_kcal_mol=176.95 largest_force_ha_per_bohr=0.076 homo_lumo_gap_ha="0.23052 / 0.28157"
C 0.401 -1.273 -0.840 0.188
C -0.328 -0.195 -0.649 -0.206
C 1.074 1.583 -1.049 -0.495
C 1.122 2.945 -1.093 0.140
C -1.818 -2.217 2.133 0.043
C -0.812 -1.383 0.096 -0.090
C -0.947 -1.338 1.630 -0.099
N -0.236 1.112 -0.656 0.192
N 1.984 0.675 -1.230 -0.444
Br 3.716 1.044 -1.178 0.847
H 1.020 -1.873 -1.452 0.129
H 2.037 3.570 -0.978 0.085
H 0.393 3.702 -1.344 0.087
H -2.007 -2.120 3.202 0.078
H -2.394 -2.959 1.614 0.070
H -1.627 -2.128 -0.340 0.198
H -0.549 -0.701 2.371 0.096
H -1.028 1.557 -0.237 0.180

=====

13
Properties=species:S:1:pos:R:3:lowdin_charge:R:1 method="wB97M-V/def2-TZVPD" charge=0 lumo_energy_ev=0.800 spin_multiplicity=1 e_above_lowest_kcal_mol=15.93 smiles=C[C@H](Br)[C@@H]1O[C@H]1Cl largest_force_ha_per_bohr=0.053 homo_lumo_gap_ha=0.41390
C -0.514 -0.013 -0.693 -0.403
C -0.858 -1.441 -0.981 -0.652
C 0.445 1.056 1.465 -0.138
C 0.715 0.257 0.157 -0.687
O -1.635 -0.663 -0.119 -0.027
Cl -1.345 -1.912 -2.634 0.611
Br 1.903 1.199 -1.113 0.666
H -0.847 0.656 -1.510 0.133
H -0.331 -2.219 -0.465 0.106
H -0.013 2.123 1.448 0.104
H 1.494 1.073 2.031 0.113
H -0.351 0.553 2.050 0.071
H 1.336 -0.669 0.363 0.104

=====

What total energy values result from the calculations? In sequence: -58158.9888, -14714.0940, -7362.1814, -9440.3567, -80396.8153, -88856.0362 eV.